(1)
# C4H4FNS

A single C4H4FNS molecule at a distorted geometry (ωB97M-V/def2-TZVPD, the Open Molecules 2025 dataset).

The value obtained for the total energy is -707.42511 hartree. The value obtained for the frontier orbital gap is 0.348 Ha.

ORCA input file:
```
! RIJCOSX wB97M-V def2-TZVPD def2/J DEFGRID3
* xyz 0 1
C 0.624 1.090 -0.704
C -0.340 0.729 0.308
C -0.370 -1.466 0.133
C 0.536 -0.343 -0.145
H 1.600 1.708 -0.762
H -1.331 0.985 -0.263
H -0.121 -2.467 -0.412
H 1.399 -0.392 0.447
N -1.202 -1.385 1.249
F 0.054 1.292 -1.849
S -0.850 0.251 1.998
*
```



(2)
# C4H4FNS2

A single C4H4FNS2 molecule at a distorted geometry (ωB97M-V/def2-TZVPD, the Open Molecules 2025 dataset).

The value obtained for the total energy is -1105.77216 hartree. The value obtained for the frontier orbital gap is 0.344 Ha.

ORCA input file:
```
! RIJCOSX wB97M-V def2-TZVPD def2/J DEFGRID3
* xyz 0 1
C -1.619 -0.212 0.101
C -1.950 -1.179 0.923
C -0.319 -0.010 -0.684
C 1.821 0.674 0.701
H -1.232 -1.986 1.130
H -2.900 -1.221 1.418
H -0.544 0.187 -1.744
H 2.495 1.227 1.349
N 2.028 -0.589 0.520
F -2.471 0.755 -0.237
S 0.499 1.536 -0.063
S 0.915 -1.318 -0.556
*
```



(3)
# C4H4HgO6

A molecular structure, C4H4HgO6 at a distorted geometry (ωB97M-V/def2-TZVPD, the Open Molecules 2025 dataset).

As for the expectation value of S²: 0.78. The value obtained for the total energy is -759.08157 hartree. The value obtained for the frontier orbital gap (alpha / beta) is 0.209 / 0.272 Ha.

ORCA input file:
```
! RIJCOSX wB97M-V def2-TZVPD def2/J DEFGRID3
* xyz 1 2
O -1.687 -1.610 0.910
C -1.805 -0.439 0.390
C -0.555 0.284 -0.034
O -0.799 1.236 -1.021
H -1.391 0.826 0.970
H -2.648 -0.299 -0.309
H 0.082 -0.484 -0.505
C 0.180 1.548 -1.890
O 0.993 0.792 -2.341
O 0.103 2.819 -2.229
H -0.735 3.213 -1.948
O 1.294 -1.809 1.556
C 1.583 -0.608 1.636
O 0.997 0.414 1.255
Hg -0.441 -2.597 1.798
*
```



(4)
# C4H4I2Si

A single C4H4I2Si molecule at a distorted geometry (ωB97M-V/def2-TZVPD, the Open Molecules 2025 dataset).

The value obtained for the total energy is -1039.67549 hartree. The value obtained for the frontier orbital gap is 0.315 Ha.

ORCA input file:
```
! RIJCOSX wB97M-V def2-TZVPD def2/J DEFGRID3
* xyz 0 1
C 1.027 0.318 -0.938
C 0.067 -0.798 -1.140
C 1.000 1.044 0.188
C -0.781 -0.939 -0.131
Si -0.463 0.417 1.190
I -2.481 -2.203 -0.065
I -0.152 -0.398 3.539
H 1.817 0.525 -1.782
H -0.221 -1.087 -2.182
H 1.718 1.709 0.445
H -1.532 1.410 0.877
*
```



(5)
# C4H4I4

A molecular structure, C4H4I4 at a distorted geometry (ωB97M-V/def2-TZVPD, the Open Molecules 2025 dataset).

The value obtained for the total energy is -1345.46851 hartree. The value obtained for the frontier orbital gap (alpha / beta) is 0.299 / 0.191 Ha.

ORCA input file:
```
! RIJCOSX wB97M-V def2-TZVPD def2/J DEFGRID3
* xyz 0 1
C 1.092 -1.482 0.290
C 0.196 -0.614 0.799
C 0.119 1.552 -0.816
C -0.386 0.610 0.322
I -1.058 1.158 -2.561
I 2.312 1.535 -1.030
I -2.860 -2.208 0.067
I -2.157 1.168 1.342
H 1.588 -2.113 0.949
H 1.553 -1.474 -0.659
H -0.149 -0.764 1.784
H -0.249 2.631 -0.486
*
```



(6)
# C4H4IO2

2 unconnected molecules or ions with the total composition C4H4IO2 at a distorted geometry (ωB97M-V/def2-TZVPD, the Open Molecules 2025 dataset).

The value obtained for the total energy is -602.98540 hartree. The value obtained for the frontier orbital gap is 0.254 Ha.

ORCA input file:
```
! RIJCOSX wB97M-V def2-TZVPD def2/J DEFGRID3
* xyz -1 1
C 2.030 -0.832 0.124
C -0.528 -0.408 -0.827
C -0.329 0.617 0.256
C 0.772 -0.225 -0.242
O 2.722 -1.578 0.767
O 2.091 0.081 -0.913
I -3.783 1.179 1.760
H -1.203 -1.066 -0.410
H -0.708 0.141 -1.679
H -0.210 1.675 -0.094
H -0.855 0.417 1.258
*
```



Copy entry 6 word for word.
# C4H4IO2

2 unconnected molecules or ions with the total composition C4H4IO2 at a distorted geometry (ωB97M-V/def2-TZVPD, the Open Molecules 2025 dataset).

The value obtained for the total energy is -602.98540 hartree. The value obtained for the frontier orbital gap is 0.254 Ha.

ORCA input file:
```
! RIJCOSX wB97M-V def2-TZVPD def2/J DEFGRID3
* xyz -1 1
C 2.030 -0.832 0.124
C -0.528 -0.408 -0.827
C -0.329 0.617 0.256
C 0.772 -0.225 -0.242
O 2.722 -1.578 0.767
O 2.091 0.081 -0.913
I -3.783 1.179 1.760
H -1.203 -1.066 -0.410
H -0.708 0.141 -1.679
H -0.210 1.675 -0.094
H -0.855 0.417 1.258
*
```